(1)
A structure of composition C39H89BrGaN10O8S2, computed with ωB97M-V with the def2-TZVPD basis set.

XYZ file:
```
150
Properties=species:S:1:pos:R:3:forces:R:3
Br 0.670 -0.445 6.290 0.0154 -0.0017 0.1914
Ga 1.122 0.280 3.992 -0.0210 0.0505 -0.6301
S 5.058 3.005 -0.351 0.0472 -0.0728 0.2499
S 5.142 0.141 -1.160 -0.1003 -0.1857 -0.2376
O 0.824 -0.709 -9.179 0.0017 -0.0070 -0.0122
O -6.371 -4.317 3.094 -0.0465 0.0117 -0.0388
O -6.981 4.919 3.950 -0.0063 0.0014 0.0229
O 5.243 -0.741 -11.703 0.0243 -0.0201 -0.0085
O 4.049 1.830 -5.603 -0.0427 0.0058 -0.0276
O -1.603 -4.114 3.020 0.0491 -0.0255 -0.0131
O -4.376 0.894 4.502 -0.1908 -0.0081 -0.1113
O -3.279 -4.650 -1.072 -0.1148 -0.0900 -0.1791
N -1.188 -1.679 -8.985 -0.0023 -0.0495 -0.0109
N 5.625 2.364 -4.092 -0.1238 0.0323 0.0713
N -1.798 -2.806 4.838 0.0164 -0.0711 -0.0264
N -1.867 -6.001 -2.171 -0.0422 -0.0362 -0.0525
N 4.806 -0.002 -9.626 0.0223 -0.0054 0.0360
N 5.383 0.972 1.365 1.0063 -0.1939 -0.6011
N -6.303 3.021 2.957 0.0040 -0.0207 0.1224
N -1.231 4.434 3.830 0.0147 0.0179 -0.0692
N -6.964 -4.446 0.934 -0.0316 0.0016 -0.0322
N -4.653 2.140 6.341 -0.0147 0.0434 -0.0601
C -2.198 -5.221 -1.106 0.1849 0.1070 0.2068
C -6.982 4.191 2.968 -0.0423 -0.0300 -0.0688
C -5.265 2.547 7.587 0.0200 0.0055 -0.0140
C 4.296 -1.265 1.733 -0.0305 -0.0554 0.1627
C 3.319 3.087 -0.855 -0.0897 -0.0291 -0.2378
C -0.361 -0.716 -9.469 -0.0472 0.0402 0.0310
C 5.150 2.296 -5.357 0.1022 0.0671 0.0515
C -2.167 -3.854 4.078 -0.1266 0.0612 0.0278
C -1.190 -5.085 0.010 -0.1118 0.0717 -0.1190
C 6.127 4.721 4.462 -0.0813 -0.0170 -0.0933
C -3.326 -4.702 4.561 0.0548 -0.1149 -0.0527
C -2.607 -1.839 -9.214 0.0274 -0.0011 0.0288
C 6.112 3.194 4.412 -0.0158 0.1363 -0.0382
C 4.126 0.029 -8.340 0.0617 -0.0078 -0.0902
C 2.276 2.860 0.234 -0.0496 0.0912 -0.0175
C 4.619 -0.863 -10.657 -0.0367 0.0116 0.0620
C 1.969 1.387 0.529 0.0339 -0.0690 -0.1211
C -4.860 -3.339 1.507 0.0700 0.1137 0.1466
C 3.579 -1.159 3.094 0.0017 -0.1696 0.0263
C -6.205 2.038 1.897 0.0823 0.0135 0.0930
C 6.164 1.923 2.188 -0.3413 0.2533 0.2793
C 5.216 1.241 0.055 -0.2333 0.4177 0.2019
C 3.609 -1.967 -10.448 0.0494 0.0269 -0.0274
C -6.788 -4.273 -0.492 -0.0077 -0.0362 0.0218
C 5.304 2.642 3.225 0.0643 -0.1720 0.0613
C -0.706 0.608 3.170 0.0006 0.0923 0.2203
C -6.132 0.211 5.976 0.0350 -0.0410 -0.0448
C -4.985 1.095 5.541 0.0573 0.0020 0.1452
C -6.107 -4.072 1.925 0.0416 0.0363 0.0013
C -0.641 -6.737 -2.383 -0.0242 0.0113 -0.0144
C 5.582 -0.442 1.735 -0.1225 -0.1010 0.3127
C 6.894 2.883 -3.635 0.0092 -0.0176 -0.0099
C 2.048 -1.274 3.069 -0.0920 0.0742 0.1789
C -0.963 0.339 -10.369 0.0336 0.0002 -0.0037
C 6.044 2.825 -6.463 -0.0371 -0.0171 -0.0173
C -2.382 -2.374 6.091 0.0939 0.0680 -0.1192
C -0.650 3.087 3.984 -0.0387 0.0027 -0.0596
C -1.355 2.009 3.163 -0.1464 0.0384 0.0503
C -7.751 4.560 1.716 0.0052 0.0319 0.0257
H -0.964 -6.055 0.454 0.0048 0.0272 0.0330
H -6.583 1.072 2.236 -0.0238 -0.0058 -0.0288
H 3.636 -0.958 0.922 0.0745 0.0497 0.0258
H -1.454 2.385 2.135 0.0954 -0.0061 0.0171
H -6.254 -0.565 5.226 0.0060 -0.0033 0.0005
H -2.772 -1.361 5.980 -0.0354 0.0058 0.0900
H 5.008 1.981 -3.386 0.0810 -0.1014 0.0221
H 3.561 -2.557 -11.358 -0.0085 0.0240 -0.0110
H 3.984 -1.952 3.735 0.0688 0.1475 0.0752
H -7.058 0.782 6.061 0.0006 0.0025 0.0169
H 2.632 -1.547 -10.207 -0.0103 -0.0763 -0.0321
H 7.465 2.108 -3.121 -0.0045 -0.0123 -0.0049
H 2.349 0.742 -0.269 -0.0581 0.0349 0.0441
H -6.786 -5.235 -1.007 0.0173 -0.0046 0.0045
H 6.378 -0.865 1.110 -0.1570 0.0485 -0.1226
H 3.606 0.973 -8.189 -0.0151 -0.0036 0.0153
H 5.502 0.702 -9.813 -0.0235 0.0147 -0.0199
H 2.590 3.377 1.145 -0.0642 0.0023 -0.0157
H -0.257 -4.652 -0.356 0.0127 -0.0240 -0.0161
H -6.085 1.879 7.832 -0.0070 0.0067 0.0176
H -5.925 -0.256 6.940 -0.0124 0.0155 0.0137
H -7.584 -3.657 -0.916 0.0157 0.0306 0.0065
H -1.599 -4.433 0.777 0.0323 -0.0864 0.0411
H 6.785 5.099 5.247 -0.0115 -0.0048 -0.0200
H 1.721 -2.194 3.561 0.0008 -0.0505 -0.1522
H -3.870 2.678 5.999 0.0344 -0.0139 0.0235
H 1.672 -1.308 2.039 0.0383 -0.0495 0.0266
H 7.143 2.829 4.366 -0.0398 -0.0269 0.0266
H -0.724 -2.343 -8.385 0.0021 0.0171 0.0128
H 3.907 -2.610 -9.618 -0.0005 0.0026 0.0091
H -4.214 -3.938 0.865 -0.0719 -0.0216 -0.0279
H 5.684 2.815 5.343 0.0805 -0.0232 -0.0053
H -3.097 -5.179 5.515 0.0043 0.0401 0.0220
H -2.824 -2.799 -9.687 0.0039 0.0062 -0.0198
H 6.269 3.882 -6.317 0.0184 -0.0017 0.0042
H 2.415 1.057 1.465 0.0312 -0.0029 0.0294
H -5.165 1.899 1.599 0.0011 0.0045 -0.0245
H -5.832 -3.798 -0.690 0.0033 -0.0345 -0.0389
H -3.494 -5.471 3.812 -0.0129 -0.0095 0.0147
H -0.834 -7.808 -2.479 0.0024 -0.0043 0.0209
H -1.388 -0.077 3.686 0.0323 -0.0513 -0.0821
H -5.663 3.561 7.512 -0.0155 -0.0076 -0.0163
H -1.624 -2.366 6.874 -0.0384 0.0307 0.0170
H -0.690 2.818 5.045 0.1196 -0.0833 -0.0341
H 7.479 3.243 -4.477 0.0202 -0.0047 -0.0028
H -2.581 -6.045 -2.881 -0.0001 0.0090 0.0116
H 5.941 -0.432 2.765 0.0898 -0.0048 -0.0492
H -4.544 2.516 8.405 0.0002 -0.0202 0.0001
H 4.832 -0.097 -7.519 -0.0040 -0.0216 0.0060
H -2.379 1.931 3.554 0.0650 0.0391 -0.1634
H 4.777 3.458 2.724 -0.1256 -0.1123 0.0199
H -3.166 -1.782 -8.279 -0.0014 0.0208 -0.0001
H -4.246 -4.128 4.667 0.0035 0.0226 0.0045
H 0.895 1.216 0.598 0.0357 0.0203 0.1134
H 6.941 1.342 2.690 -0.0477 -0.0503 -0.0482
H 3.250 4.103 -1.253 0.0014 -0.0076 0.0452
H 3.159 2.404 -1.694 0.0582 -0.0080 0.0382
H -2.218 4.355 3.602 0.0177 0.0063 0.0477
H -1.744 0.898 -9.851 -0.0095 -0.0051 -0.0060
H -5.800 2.827 3.810 0.0914 -0.0274 -0.0648
H -7.796 -4.905 1.268 0.0228 -0.0325 0.0042
H -7.084 4.647 0.857 -0.0036 -0.0154 -0.0074
H -8.234 5.516 1.894 0.0036 0.0000 0.0079
H 6.677 2.636 1.543 0.0104 -0.0037 0.0222
H -2.967 -1.052 -9.870 -0.0206 -0.0041 -0.0024
H -6.781 2.358 1.034 0.0023 -0.0125 -0.0170
H 4.569 -2.305 1.533 -0.0953 0.0175 -0.0701
H -8.509 3.811 1.484 0.0067 -0.0063 -0.0128
H -1.025 -2.260 4.481 0.0269 -0.0036 0.0574
H 2.158 1.511 4.022 -0.0093 0.0071 0.1539
H -4.308 -3.060 2.397 -0.0029 0.0183 0.0451
H 0.405 3.136 3.706 -0.0188 0.0185 0.1050
H 3.885 -0.215 3.567 -0.0587 -0.0137 -0.0866
H 5.514 2.703 -7.404 -0.0107 -0.0031 0.0058
H 0.026 -6.588 -1.541 0.0151 -0.0106 -0.0080
H 5.121 5.105 4.649 0.0316 -0.0097 0.0091
H -0.627 0.238 2.143 -0.0381 -0.0450 0.0447
H -0.801 4.898 3.038 -0.0745 -0.0318 0.0145
H -1.397 -0.107 -11.264 -0.0156 0.0032 0.0031
H 1.361 3.354 -0.107 0.0421 0.0150 0.0159
H -3.190 -3.041 6.378 -0.0300 0.0052 -0.0063
H -0.168 1.019 -10.657 0.0051 -0.0039 0.0053
H 6.747 3.707 -2.936 -0.0047 -0.0018 -0.0198
H 3.389 -0.765 -8.293 -0.0350 0.0217 0.0240
H -5.118 -2.430 0.959 0.0142 -0.0004 -0.0185
H 4.551 1.931 3.574 -0.0346 0.1385 -0.0189
H 6.453 5.137 3.505 0.0637 -0.0011 0.0550
H -0.127 -6.399 -3.285 0.0142 0.0145 0.0097
H 6.987 2.279 -6.507 0.0083 0.0102 0.0057
```
Positions in Å, forces in eV/Å.

E_HOMO   -0.1910 Eh
Multiplicity   1
DFT total energy   -217263.275 eV
Net charge   -1
Largest force on an atom   1.188 eV/A

Results of the Mulliken charge analysis, in e, for atoms 1 through 5: -0.66, 0.08, -0.23, -0.19, -0.65

---

(2)
A structure of composition C39H89MgN11O12, computed with ωB97M-V with the def2-TZVPD basis set.

XYZ file:
```
152
Properties=species:S:1:pos:R:3:forces:R:3
Mg 0.796 0.613 1.083 0.1961 0.1511 -0.4872
O -4.292 -1.045 1.943 -0.1142 -0.6072 0.4598
O 1.042 0.694 3.130 -0.0748 1.1463 1.2723
O -3.119 2.265 -1.179 0.7353 -0.8030 -0.6628
O -0.848 2.070 1.547 -0.0327 -0.4471 -0.0507
O -2.144 0.783 6.422 -0.3169 -0.5036 -0.7338
O 2.268 -0.829 1.103 0.2745 -0.0629 -0.0971
O -2.007 -3.152 -2.622 -0.6245 0.7734 -1.3007
O 3.556 -3.806 0.953 0.8753 0.1949 -0.9206
O -0.433 -0.615 0.307 -0.6301 0.0487 -0.0270
O 4.566 -0.784 -7.764 0.8089 0.3200 -0.1471
O -7.832 -4.179 -2.923 -2.2815 -1.2633 0.7031
O 1.688 2.217 0.317 0.5666 -0.6156 -0.2689
N -2.580 1.213 -3.121 2.0305 -1.6506 -1.0249
N -1.141 -4.558 -1.161 1.2378 -1.8493 0.0976
N 0.514 1.934 5.008 1.1661 -1.8355 -0.3324
N -2.426 -1.277 5.431 0.0538 -0.3099 0.0861
N -5.683 0.624 1.395 -1.1509 2.1290 -0.1729
N 2.442 -2.036 3.005 1.0662 1.1181 -0.9336
N -1.512 4.209 1.094 0.8503 -1.5043 -0.6012
N -5.805 -3.327 -3.387 -1.3822 -0.5592 -0.5306
N 3.079 -0.719 -6.044 -0.2054 -0.1704 -0.3632
N 2.919 2.123 -0.458 -1.8380 -0.9509 1.3808
N 4.573 -2.579 -0.703 -0.4162 1.2318 -0.7051
C 3.271 -2.441 4.120 -1.9392 -0.4404 -0.2089
C 5.116 3.394 -1.731 0.3032 1.1879 -1.7243
C 3.322 -2.563 -1.485 -0.5657 -0.4053 -0.2075
C -5.088 -4.357 -2.683 -0.0108 -0.5394 0.4769
C -1.517 0.301 -3.708 -0.6287 1.5361 -0.8504
C 0.019 3.139 5.633 -1.5404 0.1682 -0.4846
C 3.998 2.755 -2.550 -1.2803 0.5764 -0.5836
C -2.435 -2.053 4.203 -0.1632 -1.4748 0.4192
C -1.480 -3.347 -1.552 -0.3045 1.1367 0.8809
C 3.968 2.681 0.327 2.0189 -0.6552 0.9380
C 4.249 1.694 1.442 -0.7675 -1.2390 -0.0990
C 3.678 0.412 -5.382 -1.8708 -0.5816 0.7990
C -2.355 1.548 -1.859 -1.3292 1.7632 1.5007
C 4.541 -3.257 0.442 -1.6361 -0.7636 1.1558
C 3.623 -1.220 -7.158 -1.4843 -1.6411 -1.4529
C -2.215 0.065 5.422 0.4529 -0.2790 0.7436
C 5.242 2.634 -0.483 1.3066 -0.1657 0.5000
C 2.924 -1.221 2.070 0.4446 0.5983 -0.2085
C -2.786 -1.998 6.642 0.7191 0.3604 0.5360
C 5.621 -1.511 -0.872 -0.3669 -1.4133 0.3616
C -0.878 3.024 0.783 -0.6530 2.3761 -0.5283
C -5.846 1.984 0.772 1.8088 -1.6699 0.5763
C -2.279 4.189 2.308 0.9043 -1.7410 1.1458
C 0.766 1.791 3.693 -0.3422 -0.8732 -0.4386
C 3.846 4.044 0.998 -0.8109 0.5694 -0.4031
C 1.258 -2.755 2.652 -0.6734 -1.1453 1.1459
C -1.483 5.293 0.117 -0.5227 -0.2242 0.1323
C -6.744 0.241 2.318 0.0460 -0.2722 -0.4151
C -3.816 1.409 -3.819 -1.4028 -0.5631 -1.3129
C 2.656 2.623 -1.763 0.6792 1.9295 -0.2784
C 1.952 -1.342 -5.444 -1.0252 2.1664 1.2991
C -1.333 -5.691 -2.067 -1.0430 -0.5020 2.8372
C 1.833 1.614 -2.525 -2.6114 0.2952 1.0643
C 1.006 0.818 5.902 -0.4446 1.8316 1.5615
C 2.053 4.093 -1.628 0.2236 -1.5355 -0.5615
C -4.531 -0.025 1.324 1.3197 -0.8538 -0.0234
C -0.141 -4.752 -0.124 0.1615 0.9059 0.0460
C -4.959 -2.444 -4.103 1.7679 0.7042 0.5040
C -7.218 -3.345 -3.488 4.1542 1.5441 -0.5664
H 4.432 0.689 -6.042 1.7192 0.9622 -0.5131
H 0.393 0.719 6.823 -0.2026 0.0078 -1.0500
H 6.097 3.346 -2.273 -0.8804 0.3833 0.1931
H -1.743 -1.651 3.517 0.6149 0.7692 -1.0258
H -3.411 -2.156 3.725 0.0229 0.2706 0.1692
H -1.300 4.793 -0.822 0.4324 0.2569 -0.4441
H 2.207 -1.722 -4.471 0.2046 -1.0116 0.3456
H -2.056 -3.094 4.375 -0.2810 0.8189 0.3028
H -4.656 1.180 -3.142 0.2544 0.0195 -0.2712
H 0.638 -2.260 1.908 0.1154 0.3126 0.1400
H 5.203 -0.526 -0.834 -0.6886 0.5023 -0.0706
H 2.564 -1.817 -1.228 0.6270 0.5628 0.3412
H 2.323 0.637 -2.423 -0.3124 0.0934 -0.0352
H -0.235 -5.748 0.268 0.4526 -0.5689 -0.1514
H -4.843 2.255 0.460 0.0785 0.1785 -0.4535
H 3.646 3.290 -3.479 0.9619 -0.1904 0.7184
H 1.548 -3.746 2.268 -0.0798 0.2126 0.1035
H -6.926 -0.833 2.358 0.3962 0.0423 -0.0066
H 3.981 -0.842 2.135 -0.6888 -0.5420 0.6482
H -2.813 -1.264 7.452 -0.2059 -0.2779 -0.0497
H -0.091 3.969 4.952 0.7505 0.1720 -0.5824
H 1.425 -2.007 -6.096 -0.0529 -0.5724 -0.2139
H 3.960 0.081 -4.397 0.8581 -0.0104 0.4327
H 1.607 4.397 -2.580 0.0524 0.2700 0.2261
H 3.376 1.622 2.080 -0.1309 -0.0838 0.3261
H -2.110 -2.830 6.940 0.1858 0.7146 -0.5082
H -5.510 -1.918 -4.838 -0.5197 0.6740 -0.8305
H -1.981 -0.360 -4.450 0.0799 -0.0318 0.4451
H 1.370 4.158 -0.785 -0.2236 -0.1857 -0.2751
H 0.670 2.638 3.002 -0.1007 0.3712 0.8284
H -5.798 -4.986 -2.151 -0.0393 0.0111 -0.0275
H -4.433 -3.875 -1.932 0.0126 -0.3925 -0.4890
H 0.733 -2.883 3.607 -0.4507 -0.1628 -0.3805
H 4.206 -2.012 3.971 1.8290 0.5637 -0.0393
H 6.290 -1.569 0.004 -0.0554 -0.1809 -0.6034
H -4.044 2.406 -4.257 0.7126 -0.2657 0.5625
H -2.025 0.457 4.407 -0.1254 -0.0795 0.0341
H -6.650 0.645 3.324 0.4433 -0.0337 0.1221
H -0.713 -5.733 -2.910 1.1040 0.0515 -1.1181
H 1.263 -0.513 -5.134 0.0509 -0.5752 -0.5601
H -1.040 -0.246 -2.911 0.0521 -0.2984 0.1170
H 2.719 -3.484 -1.325 1.0377 0.2092 -0.0888
H 6.094 3.036 0.113 -0.5673 -0.3061 -0.1695
H -3.721 0.341 0.660 -0.7062 0.6187 -0.0866
H -2.783 5.117 2.432 -0.2222 0.7143 0.4164
H 4.402 0.697 0.982 -0.0212 0.5211 0.2670
H 4.282 1.755 -2.873 0.2775 -0.1760 0.0427
H 1.976 1.084 6.323 0.3061 0.4087 -0.2909
H 5.505 1.605 -0.766 -0.1372 -0.0041 0.3404
H -7.616 0.691 1.899 -0.8981 0.2210 -0.1742
H -0.373 -4.137 0.721 -0.2780 0.7064 0.4563
H -1.352 -0.363 0.484 0.3183 -0.1986 -0.0863
H -0.738 6.064 0.339 0.0110 -0.2359 -0.0320
H -2.452 5.787 -0.034 0.0451 -0.2609 0.4424
H -1.411 1.185 -1.430 -0.0412 -0.1981 -0.1183
H 2.873 -2.133 5.084 -0.2044 0.2677 0.0411
H -4.509 -5.012 -3.384 -0.2521 0.6900 0.5463
H 1.775 1.905 -3.586 -0.2780 -0.1191 0.3517
H -0.362 3.071 -0.190 -0.0912 -0.3538 0.3416
H 6.163 -1.620 -1.816 -0.0121 -0.1692 0.2155
H 2.907 4.683 -1.346 0.0463 0.7060 -0.3457
H 0.889 -4.441 -0.416 -0.5485 -0.7233 0.0121
H -7.572 -2.461 -4.089 -0.1433 -0.6880 0.3021
H 4.868 4.453 -1.472 0.4352 -0.6522 -0.6252
H -6.111 2.716 1.513 -0.6298 0.1746 0.2991
H -1.197 -6.539 -1.365 0.2011 -0.0010 -0.9885
H 5.106 1.961 2.033 0.4886 0.2072 0.2323
H -4.469 -1.733 -3.414 -0.3325 0.0797 -0.1289
H -6.478 1.940 -0.094 -0.5797 0.1448 -0.2042
H 5.473 -3.305 0.960 1.1259 0.1380 0.4195
H 0.595 3.425 6.473 0.8607 0.2726 0.7346
H -3.859 0.703 -4.717 0.0936 0.7623 1.3722
H -4.054 -2.910 -4.564 -0.9808 -0.2640 0.0870
H 2.815 4.080 1.422 0.5161 0.6001 -0.7069
H -1.025 3.064 5.973 0.2886 -0.8108 0.1414
H 0.747 1.584 -2.026 2.2858 -0.1980 -1.3091
H 2.960 1.221 -5.167 0.1041 -0.2404 -0.6292
H -1.315 -2.568 -0.777 0.1956 0.0495 -0.3682
H 1.167 -0.114 5.429 -0.4459 -0.7126 -0.9123
H -3.014 3.358 2.258 0.1826 0.4996 0.0229
H -3.724 -2.494 6.504 -0.9011 -0.0025 -0.0390
H -1.581 3.880 3.181 -1.2474 0.9273 -1.1504
H -0.759 0.917 -4.249 -0.4671 -0.4049 0.4129
H -2.364 -5.749 -2.358 -0.4734 0.2358 -0.4191
H 4.153 4.861 0.271 -0.7805 -0.6119 1.3589
H 3.306 -3.509 4.127 0.4082 -0.8011 0.0142
H 3.559 -2.470 -2.544 0.1020 -0.0302 -0.0057
H 4.486 4.034 1.879 0.3210 0.3041 -0.2022
H 3.009 -2.129 -7.598 0.9270 1.2949 0.9370
```
Positions in Å, forces in eV/Å.

E_HOMO   -0.2587 Eh
Multiplicity   1
DFT total energy   -88292.997 eV
Largest force on an atom   4.468 eV/A

Results of the Mulliken charge analysis, in e, for atoms 1 through 5: 2.03, -0.70, -0.74, -0.68, -0.61

---

- Among the records above, which one has the highest largest force on an atom?
  C39H89MgN11O12

---

- What is the largest force on an atom in the second record?
  4.468 eV/A